No. 1
{
  "formula": "C21H52Cl4N3O12P2",
  "method": "ωB97M-V with the def2-TZVPD basis set",
  "total_charge": -1,
  "homo_lumo_gap_ev": 7.046,
  "energy_ev": -120332.54734,
  "spin_multiplicity": 1,
  "symbols": ["C", "C", "O", "H", "H", "H", "H", "H", "C", "C", "O", "N", "C", "H", "H", "H", "H", "H", "H", "H", "C", "C", "O", "N", "C", "H", "H", "H", "H", "H", "H", "H", "C", "C", "O", "N", "C", "H", "H", "H", "H", "H", "H", "H", "C", "O", "P", "O", "O", "C", "O", "C", "H", "H", "H", "H", "H", "H", "H", "H", "H", "C", "O", "P", "O", "O", "C", "O", "C", "H", "H", "H", "H", "H", "H", "H", "H", "H", "Cl", "C", "C", "Cl", "H", "H", "H", "H", "Cl", "C", "C", "Cl", "H", "H", "H", "H"],
  "positions_angstrom": [[0.707889, 0.301810, -0.983753], [-0.463857, -0.175748, -0.204306], [-1.098870, -1.263471, -0.788847], [1.235916, -0.456278, -1.562191], [1.439983, 0.880636, -0.420648], [0.340705, 1.115095, -1.609725], [-1.079585, 0.721633, -0.143640], [0.174028, -0.334565, 0.665162], [-2.602145, -3.654966, -4.056654], [-1.750300, -2.739656, -4.808552], [-1.916021, -2.731634, -6.009685], [-0.822745, -1.988736, -4.276317], [0.231414, -1.282951, -4.961009], [-2.057204, -4.598151, -4.017251], [-3.453281, -3.811032, -4.719465], [-2.672860, -3.264690, -3.041378], [-0.927689, -1.798341, -3.289993], [0.979270, -0.959122, -4.237169], [-0.291536, -0.339513, -5.117727], [0.667669, -1.633262, -5.896454], [1.447172, 3.615001, -3.594914], [2.636368, 3.563296, -2.652284], [2.539140, 3.814417, -1.480538], [3.777309, 3.172681, -3.273783], [5.096407, 3.269481, -2.697308], [0.532111, 3.831634, -3.043703], [1.389443, 2.594304, -3.972998], [1.550308, 4.379498, -4.364982], [3.747311, 2.852548, -4.231236], [5.397731, 2.470076, -2.020365], [5.173706, 4.199795, -2.134597], [5.881157, 3.074480, -3.428229], [-4.779989, -2.302349, -1.329993], [-4.626321, -1.195510, -2.424651], [-5.587247, -0.923824, -3.121742], [-3.430235, -0.574251, -2.460000], [-3.143305, 0.419946, -3.407597], [-5.558235, -1.999141, -0.629644], [-3.910969, -2.763975, -0.861147], [-5.283288, -3.131376, -1.827481], [-2.704791, -0.949286, -1.865725], [-2.086499, 0.666050, -3.304242], [-3.837890, 1.259928, -3.398582], [-3.323561, -0.028630, -4.384532], [-3.651283, 1.358991, 1.345662], [-2.859478, 0.900931, 2.479151], [-3.630519, 0.187659, 3.752836], [-2.756270, -0.452420, 4.753432], [-4.477948, 1.470232, 4.247796], [-3.814814, 2.597377, 4.844192], [-4.523733, -0.864615, 3.014902], [-3.840434, -1.950223, 2.419281], [-3.081169, 2.195990, 0.942553], [-4.689478, 1.628310, 1.539904], [-3.778880, 0.594855, 0.578908], [-2.738906, 2.458666, 4.950404], [-4.178765, 2.799485, 5.851568], [-3.964977, 3.486593, 4.231943], [-4.014549, -1.968487, 1.343437], [-4.244863, -2.759329, 3.027461], [-2.758749, -1.983698, 2.549453], [4.127990, -1.150932, 0.304828], [4.682929, 0.174124, 0.288457], [5.924811, 0.509115, 1.348657], [7.153227, -0.263368, 1.004033], [6.101234, 2.085880, 1.182351], [4.970212, 2.951970, 1.286385], [5.473750, 0.337680, 2.889200], [5.017777, -0.880589, 3.531941], [4.049607, -1.617663, -0.677062], [3.131518, -1.174334, 0.745969], [4.700432, -1.928598, 0.810439], [5.137369, 4.026648, 1.358599], [4.475370, 2.906721, 2.256534], [4.254095, 2.920125, 0.465253], [3.946385, -1.044112, 3.648008], [5.438548, -0.867320, 4.537364], [5.477639, -1.697246, 2.975437], [-1.174853, -4.548138, 3.952800], [-0.877413, -4.448232, 2.221921], [0.238420, -3.424693, 1.868687], [1.789399, -3.844583, 2.677051], [-1.845705, -4.154356, 1.816776], [-0.650172, -5.474627, 1.933846], [0.045771, -2.371141, 2.071212], [0.383893, -3.305600, 0.795020], [-0.270871, 3.810107, 3.564536], [-0.022860, 2.099802, 4.106995], [0.747100, 1.460942, 2.948729], [2.483591, 1.587245, 3.457494], [-1.007217, 1.649350, 4.234425], [0.443329, 2.100616, 5.092261], [0.710189, 2.126737, 2.086490], [0.412706, 0.446304, 2.732360]],
  "forces_ev_per_angstrom": [[0.93, 2.01, -2.08], [0.37, -1.38, -1.06], [-0.14, 0.38, 0.39], [-0.16, -0.15, 0.00], [0.31, -0.27, 0.61], [0.13, -0.17, -1.14], [-0.56, 0.14, 0.92], [-1.23, -0.86, 1.89], [0.43, -0.30, 1.01], [-0.39, -0.11, -2.21], [0.10, -0.06, -2.43], [1.49, -0.61, 2.48], [-1.11, 2.23, 0.56], [0.03, -0.13, 0.17], [-0.42, 0.17, 0.88], [-0.92, -0.41, 0.12], [0.53, -0.05, 0.51], [0.27, -0.69, 0.04], [0.54, 0.61, -1.12], [-0.48, -0.59, 0.35], [-0.13, -0.25, 0.51], [-0.65, -0.05, -1.08], [0.51, 0.41, 1.11], [0.79, -0.36, -0.48], [0.49, -0.62, 0.72], [0.19, -0.11, 0.11], [-0.36, 0.15, -0.58], [0.21, -0.30, -0.18], [-0.33, 0.24, 0.25], [-0.85, -0.23, 0.61], [0.37, 0.07, -0.30], [-0.24, 0.97, -0.55], [-0.69, -0.28, -1.10], [0.37, -0.67, 1.44], [-0.07, 0.26, -0.37], [-1.39, -1.21, 1.08], [0.13, -0.02, -1.44], [0.36, 0.35, 0.32], [0.26, 0.72, 0.08], [0.02, -0.08, -0.34], [0.97, 0.13, 0.73], [-0.18, 0.44, -0.08], [0.25, 0.29, 0.49], [0.32, 0.16, -0.48], [0.33, -0.19, -0.17], [-0.66, -0.69, 0.82], [1.98, 1.55, -0.94], [-0.15, 0.98, -0.48], [-0.57, -1.28, 0.09], [0.52, 0.13, 0.10], [-1.34, 1.95, 0.37], [0.23, -1.34, 0.26], [-0.26, -0.05, -0.06], [0.16, 0.39, 0.82], [0.68, -0.31, 0.04], [-0.05, -0.22, -0.19], [-0.38, -0.31, -0.12], [-0.16, -0.19, -0.14], [-0.39, -0.16, 0.23], [0.16, -0.72, -0.89], [0.04, 0.58, 0.27], [-0.32, -0.95, 0.01], [1.05, -0.03, 1.67], [0.43, -1.23, -1.10], [-1.46, 0.93, 0.57], [-0.43, -0.30, 0.00], [-1.36, 1.28, 0.78], [-0.98, 0.42, -0.77], [1.24, -0.29, -0.25], [-0.01, 0.85, -0.46], [-0.01, 0.41, 0.03], [0.52, 0.50, 0.52], [1.69, 0.05, -0.58], [-0.22, -1.15, -0.11], [0.07, -0.85, -0.02], [-0.09, 0.64, -0.61], [0.09, 0.08, -0.09], [-0.19, -0.27, 0.25], [-0.07, 0.09, 0.93], [0.47, 0.77, -0.37], [-0.46, -0.02, -0.35], [-0.18, 0.04, -0.30], [0.32, 0.10, -0.44], [0.23, 0.31, -0.36], [-0.51, -0.23, 0.87], [0.13, -0.85, -0.20], [-0.26, 0.16, 0.71], [-0.88, 0.19, -0.74], [0.48, 0.63, 1.10], [0.01, -0.68, -0.33], [0.05, 0.04, -0.28], [0.34, 0.02, -0.41], [-0.32, -0.58, -0.06], [0.44, 0.05, 0.04]]
}

---

No. 2
{
  "formula": "C21H52F4N4O10S9",
  "method": "ωB97M-V with the def2-TZVPD basis set",
  "homo_lumo_gap_ev": 7.444,
  "energy_ev": -157433.52808,
  "spin_multiplicity": 1,
  "symbols": ["O", "S", "O", "C", "C", "N", "N", "C", "C", "F", "F", "C", "F", "F", "N", "N", "H", "H", "H", "H", "C", "S", "O", "C", "H", "H", "H", "H", "H", "H", "C", "S", "O", "C", "H", "H", "H", "H", "H", "H", "C", "S", "O", "C", "H", "H", "H", "H", "H", "H", "C", "S", "O", "C", "H", "H", "H", "H", "H", "H", "C", "S", "O", "C", "H", "H", "H", "H", "H", "H", "C", "S", "O", "C", "H", "H", "H", "H", "H", "H", "C", "S", "O", "C", "H", "H", "H", "H", "H", "H", "C", "S", "O", "C", "H", "H", "H", "H", "H", "H"],
  "positions_angstrom": [[7.199810, -2.353402, -0.240281], [6.114106, -1.425582, -0.084709], [6.272705, -0.035629, -0.404744], [4.746015, -2.055276, -1.031635], [3.406561, -1.481026, -0.674292], [2.380646, -1.908701, -1.416058], [1.210899, -1.410627, -1.154144], [1.130163, -0.511422, -0.178298], [-0.248500, 0.064079, 0.070077], [-0.143854, 1.352464, 0.455425], [-0.852220, -0.619601, 1.077444], [-1.160637, 0.055944, -1.196277], [-1.953771, 1.149461, -1.131385], [-1.950538, -1.039797, -1.176799], [2.130378, -0.105783, 0.593956], [3.308800, -0.616712, 0.339429], [5.649971, -1.545329, 1.178281], [4.985111, -1.754730, -2.059235], [4.724917, -3.146081, -0.945761], [-0.586451, 0.079490, -2.125315], [-1.053314, -5.961992, -2.786811], [-0.452570, -4.342860, -2.285057], [0.966586, -4.507475, -1.871962], [-1.419919, -4.235446, -0.778189], [-0.528914, -6.237788, -3.699445], [-0.841756, -6.688693, -2.002172], [-2.124275, -5.903751, -2.980773], [-1.210097, -5.103788, -0.153180], [-2.478678, -4.182772, -1.031266], [-1.123016, -3.324125, -0.266100], [3.372369, -0.666913, -6.387511], [1.819026, -0.699957, -5.487598], [2.165246, -0.837128, -4.047725], [1.308862, -2.332995, -6.031979], [3.875633, 0.264029, -6.135351], [3.983624, -1.516077, -6.082400], [3.171296, -0.697876, -7.458293], [2.067862, -3.060662, -5.745296], [1.160832, -2.325519, -7.111960], [0.369683, -2.560541, -5.531474], [4.874828, -7.125837, 1.234469], [4.302571, -5.975109, -0.017410], [4.343230, -4.616570, 0.594461], [2.584343, -6.491278, -0.007308], [5.931009, -6.931149, 1.410140], [4.310753, -6.983036, 2.154962], [4.745630, -8.145577, 0.872058], [2.188108, -6.389396, 1.004286], [2.506821, -7.524120, -0.350758], [2.070698, -5.813761, -0.686974], [-4.566376, 4.635791, -3.085911], [-3.851535, 3.039440, -2.680911], [-3.591627, 2.338278, -3.966924], [-5.349790, 2.323488, -1.997250], [-3.790967, 5.226740, -3.568231], [-5.406973, 4.495063, -3.765480], [-4.884018, 5.130153, -2.167847], [-6.135984, 2.343143, -2.751901], [-5.645941, 2.885303, -1.111228], [-5.121408, 1.295821, -1.721976], [-1.322373, 4.073754, 1.468356], [-2.911978, 3.730405, 2.218665], [-3.762488, 4.933313, 1.991982], [-2.337822, 3.801512, 3.919380], [-1.471544, 4.124214, 0.391706], [-0.941893, 5.027867, 1.833427], [-0.636996, 3.263239, 1.707244], [-1.885781, 4.775672, 4.106492], [-1.614737, 3.003577, 4.086785], [-3.200945, 3.658382, 4.566443], [-3.513292, 10.404769, 0.356476], [-2.732027, 8.881916, 0.893985], [-2.242662, 8.192655, -0.336289], [-4.228903, 8.045186, 1.401722], [-2.734066, 11.057470, -0.031455], [-4.235051, 10.177265, -0.428096], [-3.996924, 10.871184, 1.214507], [-4.904622, 7.960788, 0.549673], [-4.689408, 8.608082, 2.212811], [-3.945196, 7.051572, 1.746125], [1.844779, -10.306175, 1.796259], [2.724781, -10.422425, 3.359805], [3.428864, -9.128596, 3.548787], [3.956105, -11.602787, 2.795653], [1.053781, -9.569665, 1.922002], [2.535253, -9.982106, 1.017350], [1.410669, -11.275041, 1.549709], [4.494441, -11.184572, 1.945249], [3.465885, -12.537427, 2.523430], [4.643372, -11.774999, 3.621027], [-2.267119, 7.757999, 4.633388], [-3.072809, 9.284330, 5.132169], [-3.422324, 9.990866, 3.872427], [-1.602728, 10.087709, 5.777998], [-3.021692, 7.136707, 4.151674], [-1.471335, 7.988744, 3.924917], [-1.873674, 7.250403, 5.514836], [-0.851036, 10.146446, 4.991236], [-1.228559, 9.524418, 6.632867], [-1.889874, 11.088270, 6.094029]],
  "forces_ev_per_angstrom": [[0.02, 0.14, -0.01], [-0.08, -0.27, -0.17], [0.07, 0.00, 0.13], [-0.15, 0.15, -0.24], [0.00, 0.09, 0.09], [0.18, -0.15, 0.07], [-0.13, 0.05, 0.09], [0.23, -0.03, -0.03], [-0.08, 0.09, -0.24], [0.26, 0.00, 0.23], [0.01, 0.04, -0.04], [0.15, 0.11, 0.05], [-0.16, -0.18, -0.05], [0.01, -0.08, -0.05], [-0.23, -0.10, -0.10], [0.04, -0.16, -0.09], [0.01, 0.09, 0.07], [-0.02, -0.14, 0.08], [0.01, 0.19, 0.09], [-0.06, -0.01, 0.08], [0.01, -0.07, 0.02], [-0.01, 0.26, -0.09], [-0.10, -0.21, -0.04], [-0.03, -0.05, 0.06], [0.01, 0.02, 0.00], [0.01, 0.01, 0.01], [0.00, 0.01, -0.01], [0.02, 0.00, -0.01], [0.00, 0.01, 0.00], [0.01, 0.04, -0.02], [0.05, -0.02, -0.06], [-0.03, 0.00, 0.02], [0.02, 0.14, 0.04], [-0.02, -0.06, -0.07], [-0.02, 0.01, 0.01], [-0.02, 0.00, 0.03], [0.00, 0.01, 0.00], [0.01, 0.02, 0.03], [-0.01, 0.00, 0.00], [0.00, 0.02, 0.02], [0.07, 0.06, 0.09], [0.00, -0.36, -0.06], [-0.06, 0.18, 0.11], [0.07, 0.11, 0.09], [0.00, 0.02, -0.03], [-0.02, -0.02, -0.01], [-0.01, 0.01, -0.02], [0.05, 0.00, 0.01], [0.04, 0.03, -0.04], [-0.12, -0.07, -0.02], [-0.06, 0.04, -0.02], [0.06, 0.10, 0.05], [-0.02, -0.03, -0.03], [-0.06, -0.01, 0.05], [0.02, -0.01, 0.01], [0.01, -0.03, -0.01], [0.03, 0.01, 0.01], [0.02, 0.00, -0.02], [0.01, 0.00, 0.01], [0.02, 0.00, 0.00], [0.06, 0.04, -0.02], [0.08, -0.10, -0.13], [-0.03, 0.00, 0.16], [-0.01, 0.02, 0.07], [-0.02, -0.02, 0.00], [-0.07, 0.03, 0.01], [0.01, 0.01, -0.01], [0.00, 0.00, -0.02], [-0.01, -0.01, -0.01], [-0.01, 0.00, -0.01], [-0.06, 0.09, 0.06], [0.18, -0.08, 0.00], [-0.05, -0.01, -0.05], [-0.15, -0.01, 0.08], [0.01, -0.02, -0.01], [0.01, -0.03, 0.00], [0.02, 0.00, 0.01], [0.06, 0.01, -0.04], [0.04, 0.04, -0.01], [-0.02, 0.01, -0.08], [-0.03, -0.02, -0.05], [-0.03, -0.03, 0.04], [0.03, 0.06, -0.05], [0.03, -0.05, -0.03], [0.01, 0.01, 0.02], [0.02, 0.00, 0.02], [-0.01, 0.01, 0.00], [-0.01, 0.02, 0.01], [0.00, 0.00, 0.01], [-0.01, 0.01, 0.01], [0.02, -0.07, 0.02], [0.04, -0.09, 0.01], [-0.12, 0.17, -0.07], [0.07, 0.01, 0.02], [0.00, 0.00, 0.00], [-0.02, 0.03, -0.01], [-0.01, 0.00, 0.00], [-0.02, -0.01, -0.02], [-0.01, 0.01, 0.01], [-0.02, 0.00, 0.00]]
}